{"formula": "C4H11NOTl", "method": "wB97M-V/def2-TZVPD", "homo_ev": -24.40, "lumo_ev": -18.681, "orbital_gap_ev": 5.72, "total_charge": 3, "elements": ["H", "H", "H", "H", "Tl", "H", "H", "N", "H", "C", "H", "H", "O", "C", "C", "C", "H", "H"], "coordinates": [[-2.8859, 0.2127, -1.7037], [2.6412, -0.0442, 0.4688], [0.2765, -0.6593, 2.5297], [-1.4836, 1.0794, -2.4631], [-2.5053, -2.6982, 0.2022], [2.1205, 0.7915, 1.9883], [-0.3562, 0.9588, 0.9471], [0.1448, -0.9191, 1.5250], [2.0232, 1.5576, 0.3569], [0.2430, -0.2625, -0.8773], [0.8275, -1.1750, -1.0346], [0.8394, -1.6801, 1.4165], [-1.0269, -0.5029, -1.2265], [-1.8881, 0.6114, -1.5465], [1.8971, 0.6144, 0.9334], [0.3969, 0.2010, 0.7292], [0.6687, 0.5440, -1.5009], [-1.9326, 1.3707, -0.7445]], "forces_ev_per_angstrom": [[0.063, -0.074, -0.141], [-0.102, -0.223, 0.353], [-2.012, -0.299, 0.159], [-0.178, -0.014, 0.197], [-0.595, -0.677, 0.164], [-0.488, -0.398, 0.171], [0.237, 0.283, -0.073], [3.055, 1.211, 0.567], [-0.503, -0.172, 0.055], [0.265, -0.545, -3.872], [0.005, -0.111, 0.597], [-0.200, 0.072, -0.421], [0.570, 0.688, 1.550], [-0.367, 0.487, -0.710], [1.863, 0.664, -1.923], [-1.921, -1.157, 2.632], [0.027, 0.490, 0.759], [0.280, -0.225, -0.065]]}

=====

{"formula": "C10H9I", "method": "wB97M-V/def2-TZVPD", "smiles": "IC1=c2ccccc2=CCC1", "homo_ev": [-7.17, -7.17], "lumo_ev": [-0.394, -0.393], "orbital_gap_ev": [6.77, 6.77], "elements": ["C", "H", "C", "C", "C", "H", "H", "C", "H", "C", "C", "I", "H", "H", "C", "C", "H", "H", "C", "H"], "coordinates": [[0.9835, 0.0430, 0.1226], [0.5348, 3.0072, 0.7083], [0.4813, 2.3464, -0.0484], [-1.0928, 1.9090, 0.0663], [-0.6004, -0.3673, 0.0577], [-2.1275, -1.9557, -0.1739], [-1.5201, 2.4809, 1.0517], [1.5775, 1.3089, 0.0175], [-1.6973, 2.4566, -0.8038], [-0.1791, -2.7394, 0.1796], [1.1914, -2.4221, -0.0400], [-3.7864, 0.1453, -0.0988], [1.8862, -3.3139, -0.2649], [0.4465, 2.8749, -0.9057], [1.6964, -1.1721, -0.0619], [-1.7277, 0.4674, 0.1023], [2.6333, 1.3888, 0.2694], [-0.3635, -3.8305, 0.1925], [-1.0027, -1.7251, -0.0526], [2.6666, -0.9024, -0.3179]], "forces_ev_per_angstrom": [[-2.297, 0.624, -1.007], [0.611, 2.405, 2.589], [-1.587, -3.416, 0.438], [-3.740, 2.585, 0.975], [-2.022, 1.723, -0.320], [2.008, 0.572, 0.288], [0.933, -1.214, -2.199], [-3.923, -3.390, 1.034], [1.444, -0.899, 1.689], [0.706, -1.354, -1.147], [2.964, -1.045, 0.112], [0.951, 0.304, 0.203], [-0.991, 1.618, 0.420], [0.614, 1.769, -3.041], [-0.218, -0.649, 0.545], [5.855, 1.774, -0.550], [-0.240, 0.470, -0.518], [-0.662, 0.950, 0.052], [-2.493, -2.187, 0.848], [2.087, -0.639, -0.411]]}

=====

{"formula": "C50H40IN2O3P2Re", "method": "wB97M-V/def2-TZVPD", "homo_ev": [-15.93, -15.92], "lumo_ev": [-10.572, -10.161], "multiplicity": 2, "orbital_gap_ev": [5.36, 5.76], "total_charge": 3, "elements": ["C", "C", "H", "H", "H", "H", "H", "H", "H", "H", "H", "H", "C", "C", "C", "C", "C", "C", "H", "C", "H", "H", "C", "C", "C", "C", "P", "C", "C", "C", "C", "H", "H", "C", "H", "H", "C", "H", "C", "H", "C", "C", "I", "H", "H", "C", "C", "C", "C", "C", "C", "H", "H", "C", "H", "H", "H", "C", "C", "H", "C", "C", "C", "C", "H", "H", "O", "H", "H", "O", "P", "H", "C", "H", "H", "C", "O", "H", "C", "H", "C", "C", "N", "C", "C", "C", "C", "H", "C", "H", "C", "N", "C", "H", "H", "C", "Re", "C", "C"], "coordinates": [[1.7681, 2.7248, 1.4926], [1.3935, 0.1754, -3.2125], [5.1880, -3.2016, -2.9127], [-1.3335, 3.1563, -4.3108], [0.5062, -3.9530, -1.4711], [-1.7116, -1.8181, 5.7126], [-0.4437, 5.4401, -3.9278], [-4.9290, 2.3262, 1.9783], [-2.0869, -3.6160, -5.2686], [3.4773, 3.7117, 2.3406], [2.6324, 1.0841, -1.6941], [3.5176, 2.8282, -3.1900], [-0.2016, 2.5989, 2.8845], [-3.5188, -2.5058, 3.2831], [-2.9372, 2.0319, 1.2456], [-3.1989, -2.2356, -4.0543], [-0.8431, -2.6093, -3.8430], [-4.0035, -0.0747, -0.2479], [2.1307, -5.8147, -1.4309], [4.4866, 0.0262, 3.2352], [-4.1389, -2.4243, -4.5595], [-2.2414, -3.1928, -0.9234], [2.4467, -4.8301, -1.7548], [-1.9738, -1.0843, -2.3655], [4.4409, 0.3889, 4.5743], [-1.5425, -2.1250, 1.4952], [-0.3325, 1.5672, 0.2308], [0.4241, 2.3583, 1.6631], [-0.1767, 2.7538, -1.1450], [-0.3593, 4.6860, -3.1533], [-0.8631, 3.4071, -3.3657], [2.2700, 2.5252, 0.5467], [-4.0712, -0.7868, -2.7366], [-2.6847, 0.2958, -0.4052], [2.3048, 4.2639, 4.4569], [-2.5457, 2.8815, 1.7857], [1.4746, 1.2243, -5.3740], [5.4353, -0.0314, 2.7122], [3.2622, -2.3061, -2.6158], [3.5774, -1.3338, -2.9865], [-0.7906, -1.6888, -2.7977], [-2.6925, -3.7383, -0.0944], [3.4170, -0.7172, 0.5451], [0.7739, 4.3342, 0.0001], [-3.3543, -1.2353, 5.5242], [1.9390, -2.5197, -2.2252], [0.9756, 0.2339, -4.5402], [-3.1710, -1.3193, -3.0071], [2.8048, 2.1025, -3.5663], [1.5320, -3.7831, -1.7845], [2.4472, 3.4029, 2.4935], [-2.1573, -4.6885, 0.0115], [4.4692, -5.4363, -2.1375], [-2.1119, 1.2747, 0.4123], [-1.1983, 2.2385, 3.0882], [0.0667, -3.0873, -4.1911], [-0.0377, -0.9861, 4.2830], [0.4787, 3.2934, 3.8754], [-2.0504, -2.8978, -4.4595], [0.6250, 5.9943, -1.7640], [-1.4027, -1.5782, 2.7641], [4.1678, -3.3578, -2.5816], [-2.4274, -1.7642, 3.6927], [1.7895, 3.7108, 3.6786], [1.0972, 0.2684, 5.0541], [-0.0235, 3.5135, 4.8112], [-0.6681, -1.8673, 0.4915], [5.3596, 0.6090, 5.1067], [-4.4266, -0.9055, -0.7958], [-1.8610, 0.1464, 5.0131], [0.7936, -1.1288, -2.1276], [1.1524, 1.2652, -6.4080], [-4.7950, 0.6440, 0.6448], [0.2664, -0.4867, -4.9312], [-5.8361, 0.3682, 0.7585], [2.3087, 1.1142, -2.7319], [-1.7890, -0.2200, -1.3062], [3.1545, 0.7925, 6.2416], [-2.6208, -2.9845, 1.2055], [-3.7311, -3.9743, -0.3203], [-2.3602, -1.1981, 5.0866], [2.0570, -0.2489, 3.2028], [0.8613, -0.6602, 2.4856], [3.7605, -4.6167, -2.1527], [3.2104, 0.4740, 5.2075], [0.2365, 4.9980, -1.9422], [2.0394, 0.1614, 4.5320], [-2.0996, 0.6079, 5.8253], [-0.1477, -1.0215, 3.2086], [2.7699, 2.9273, -5.5468], [-0.7770, 2.4498, -2.3741], [-3.5914, -3.1321, 2.0934], [0.3286, 4.0431, -0.9359], [-1.1717, 1.4650, -2.5695], [-4.3642, -2.6525, 3.9513], [3.2989, -0.2610, 2.5939], [0.7767, -0.6704, 0.2623], [2.3846, 2.1565, -4.8899], [-4.2839, 1.7246, 1.3476]], "forces_ev_per_angstrom": [[-0.010, 0.036, -0.060], [0.081, 0.042, 0.035], [-0.064, -0.010, 0.024], [0.046, 0.030, 0.099], [0.025, -0.003, -0.058], [0.081, -0.007, 0.045], [0.021, -0.066, 0.056], [0.071, -0.082, -0.063], [-0.009, 0.040, 0.042], [-0.139, -0.051, 0.020], [-0.022, 0.044, -0.080], [-0.071, -0.059, -0.033], [0.066, -0.047, 0.099], [-0.159, -0.388, -0.442], [0.037, -0.032, 0.011], [-0.075, 0.008, -0.025], [0.101, 0.001, -0.040], [-0.261, -0.071, 0.049], [0.017, 0.062, -0.017], [0.107, 0.050, 0.088], [0.059, 0.008, 0.028], [-0.050, -0.029, 0.081], [-0.080, 0.054, 0.013], [0.017, 0.025, 0.204], [0.065, -0.011, 0.005], [-0.324, -0.191, -0.140], [-0.012, 0.225, -0.248], [0.204, -0.139, -0.045], [-0.027, -0.072, 0.035], [-0.012, 0.020, -0.032], [-0.003, 0.026, -0.121], [-0.034, 0.060, 0.090], [0.064, -0.048, -0.039], [0.135, -0.127, -0.134], [-0.056, -0.037, -0.083], [-0.013, -0.029, -0.008], [0.004, 0.031, -0.045], [-0.081, 0.027, 0.053], [0.040, 0.038, -0.109], [-0.032, -0.111, 0.006], [0.110, 0.015, 0.104], [-0.060, -0.046, 0.185], [-0.482, -0.337, 0.044], [-0.012, 0.001, 0.103], [-0.110, 0.066, 0.051], [-0.045, -0.132, -0.054], [0.017, -0.018, -0.063], [-0.198, 0.024, -0.127], [0.036, 0.021, 0.039], [0.104, 0.007, 0.089], [0.051, -0.022, -0.016], [-0.049, 0.071, 0.002], [-0.049, 0.049, -0.009], [0.169, 0.079, 0.131], [-0.021, 0.016, -0.003], [-0.049, 0.014, 0.052], [0.026, -0.074, 0.019], [0.000, -0.038, 0.088], [-0.010, -0.047, -0.035], [-0.042, -0.079, -0.008], [0.382, 0.164, -0.175], [0.035, -0.013, 0.008], [-0.173, -0.007, 0.216], [0.053, -0.025, 0.056], [0.037, 0.030, 0.028], [0.043, -0.018, -0.074], [1.788, 0.572, -0.041], [-0.105, 0.000, -0.054], [0.023, 0.105, 0.059], [-0.116, -0.167, 0.043], [0.046, 0.008, -0.243], [0.030, 0.006, 0.070], [-0.016, -0.064, -0.064], [0.038, 0.066, 0.024], [0.036, 0.008, -0.002], [-0.063, 0.014, 0.019], [-0.014, 0.020, -0.010], [-0.002, -0.044, -0.062], [0.044, 0.173, -0.198], [0.036, 0.020, 0.015], [0.067, 0.125, -0.174], [-0.261, -0.048, 0.005], [-0.002, 0.273, -0.076], [0.042, -0.006, 0.014], [-0.028, 0.032, 0.011], [0.047, -0.025, 0.074], [-0.161, 0.104, 0.151], [-0.005, -0.021, 0.013], [0.359, 0.110, 0.110], [-0.022, -0.047, 0.032], [0.102, -0.080, -0.006], [0.105, 0.251, 0.385], [-0.046, -0.069, -0.124], [-0.025, 0.066, 0.009], [0.068, 0.009, -0.119], [0.202, -0.059, -0.390], [-1.573, -0.309, 0.602], [-0.022, 0.001, -0.045], [-0.040, 0.057, 0.060]]}